A gas-phase ion, C7H11N4S (charge +1). Source: the OMol25 dataset; level of theory: ωB97M-V with the def2-TZVPD basis set.

Calculated values
HOMO   -0.4365 hartree
Structure (SMILES)   C[C@@H]1CN(c2nccs2)NC1=[NH2+]
Net charge   +1
HOMO-LUMO gap   0.299 Ha
LUMO level   -3.747 eV

Each line ends with the natural charge from an NBO analysis.
Geometry (Å):
1 C -1.7780 0.7124 -2.3901  -0.613
2 C -1.0500 0.6429 -1.0926  -0.327
3 C 0.3660 0.0566 -1.1183  -0.234
4 N 0.4073 -0.8956 0.2028  -0.252
5 C 1.5174 -0.6965 0.9665  0.220
6 N 2.6438 -0.3145 0.4262  -0.483
7 C 3.6527 -0.1984 1.3939  -0.036
8 C 3.2767 -0.4165 2.6767  -0.360
9 S 1.5109 -0.8496 2.7300  0.302
10 N -0.8462 -0.7478 0.7203  -0.349
11 C -1.7229 -0.0154 0.0712  0.561
12 N -3.0375 -0.0302 0.3437  -0.732
13 H -2.7702 1.1399 -2.2266  0.218
14 H -1.9459 -0.2680 -2.9937  0.246
15 H -1.2382 1.4130 -3.0273  0.252
16 H -0.9747 1.7706 -0.6941  0.267
17 H 0.5999 -0.6269 -1.9986  0.246
18 H 1.2928 0.7202 -1.1227  0.285
19 H 4.6710 0.1168 1.1420  0.240
20 H 3.6660 -0.3384 3.6385  0.246
21 H -1.2708 -1.6051 1.2336  0.441
22 H -3.5887 0.6491 -0.1647  0.429
23 H -3.3815 -0.2183 1.2832  0.432

Cartesian forces (eV/Å) of the 2 atoms listed first:
-1.0654 -1.0994 -1.7006
0.9238 2.7872 1.6785

C7H11N5O3 in the gas phase. Source: the OMol25 dataset; level of theory: ωB97M-V with the def2-TZVPD basis set.

Calculated values
HOMO (spin up / spin down)   -0.2466 / -0.2494 hartree
Structure (SMILES)   CC/C=c1\[nH]/c(=C(/N)NO)nc1[N+](=O)[O-]
Net charge   0
HOMO-LUMO gap (spin up / spin down)   0.217 / 0.224 Ha
LUMO level (spin up / spin down)   -0.798 / -0.678 eV

Each line ends with the natural charge from an NBO analysis.
Geometry (Å):
1 C 1.9550 1.5375 -1.9551  -0.598
2 C 0.9992 2.0972 -0.8802  -0.433
3 C 1.1992 1.6225 0.5445  -0.229
4 C 0.5192 0.6098 1.2411  0.109
5 N -0.4964 -0.2332 0.6832  -0.609
6 C -0.7114 -1.2430 1.5494  0.148
7 C -1.6166 -2.2688 1.3573  0.385
8 N -1.9521 -3.1335 2.3663  -0.782
9 N -2.3299 -2.2605 0.1686  -0.321
10 O -2.9691 -3.4151 -0.1918  -0.530
11 N 0.1415 -1.2184 2.5740  -0.319
12 C 0.7341 -0.0632 2.4929  0.166
13 N 1.6778 0.2496 3.4483  0.471
14 O 2.1649 -0.6001 4.2037  -0.375
15 O 2.1538 1.4206 3.5468  -0.424
16 H 2.9052 1.2198 -1.5640  0.213
17 H 2.1522 2.1464 -2.7602  0.209
18 H 1.5668 0.5345 -2.2990  0.197
19 H 0.0272 1.8888 -1.2187  0.192
20 H 1.1077 3.1934 -0.7591  0.215
21 H 1.8625 2.1096 1.1349  0.219
22 H -1.3117 0.1841 0.1330  0.403
23 H -2.4311 -3.9919 2.1274  0.407
24 H -1.4805 -3.0754 3.2525  0.431
25 H -1.8217 -1.7606 -0.5948  0.384
26 H -3.8502 -3.2346 -0.0410  0.473

Cartesian forces (eV/Å) of the 2 atoms listed first:
-0.7123 -3.0838 1.9013
1.3401 0.7294 0.9953

C7H11NO in the gas phase. Source: the OMol25 dataset; level of theory: ωB97M-V with the def2-TZVPD basis set.

Calculated values
HOMO   -0.3154 hartree
Structure (SMILES)   C[C@H]1[C@@H]2C=CO[C@H]1CN2
Net charge   0
HOMO-LUMO gap   0.348 Ha
LUMO level   0.877 eV

Each line ends with the natural charge from an NBO analysis.
Geometry (Å):
1 C 1.1555 0.2142 1.7650  -0.628
2 C 0.8719 0.1437 0.2652  -0.273
3 C 0.1884 -1.1496 -0.2415  -0.085
4 C 0.1338 -0.9436 -1.7844  -0.338
5 C -0.0569 0.2736 -2.2789  0.138
6 O -0.2876 1.3779 -1.5503  -0.496
7 C -0.2908 1.1076 -0.1244  0.074
8 C -1.4952 0.3336 0.3453  -0.284
9 N -1.1378 -1.0836 0.3687  -0.608
10 H 1.7497 -0.6520 2.1985  0.223
11 H 1.7543 1.1811 1.9087  0.221
12 H 0.2193 0.3319 2.3922  0.204
13 H 1.7392 0.4036 -0.3277  0.224
14 H 0.5777 -2.1582 0.1004  0.218
15 H 0.3002 -1.7657 -2.5308  0.228
16 H -0.1892 0.4977 -3.3171  0.195
17 H -0.1442 2.0867 0.4435  0.210
18 H -2.3458 0.5639 -0.3386  0.216
19 H -1.8006 0.6699 1.3443  0.207
20 H -0.9418 -1.4326 1.3620  0.352

Cartesian forces (eV/Å) of the 2 atoms listed first:
0.5045 0.9736 1.0024
-0.5531 -0.3423 -0.1654

2 unconnected molecules or ions with the total composition C7H11NO2S. Source: the OMol25 dataset; level of theory: ωB97M-V with the def2-TZVPD basis set.

Calculated values
HOMO   -0.2892 hartree
Structure (SMILES)   CC1=C(C(C)(C)S)O1.N=C=O
Net charge   0
HOMO-LUMO gap   0.303 Ha
LUMO level   0.390 eV

Each line ends with the natural charge from an NBO analysis.
Geometry (Å):
1 C -1.5788 -2.3947 -0.8776  -0.707
2 C -0.4862 -1.6949 -0.1652  0.338
3 C 0.0131 -0.4459 0.0349  0.157
4 C 1.1904 0.4902 0.0631  -0.223
5 C 1.4327 0.9326 1.5373  -0.626
6 C 0.9689 1.5768 -0.8707  -0.639
7 S 2.7065 -0.4573 -0.4762  -0.093
8 O 0.1785 -1.8591 1.0184  -0.571
9 H -2.2511 -1.5799 -1.2505  0.267
10 H -2.0578 -3.2711 -0.2541  0.256
11 H -1.2597 -2.9510 -1.8080  0.251
12 H 0.9402 1.9466 1.7348  0.214
13 H 2.5291 0.8984 1.6318  0.240
14 H 0.8260 0.2373 2.2178  0.250
15 H 0.2708 2.3969 -0.5185  0.228
16 H 1.9985 1.9752 -1.0630  0.240
17 H 0.5360 1.3424 -1.8839  0.216
18 H 2.4249 -1.5621 0.4684  0.181
19 N -2.1202 0.7823 -0.5645  -0.780
20 C -2.2817 1.2165 0.5640  0.888
21 O -2.5996 1.5668 1.6492  -0.506
22 H -1.3803 0.8540 -1.1875  0.418

Cartesian forces (eV/Å) of the 2 atoms listed first:
-0.4527 -1.9316 -0.4326
1.0973 3.1772 1.5297

C7H11NO3S in the gas phase. Source: the OMol25 dataset; level of theory: ωB97M-V with the def2-TZVPD basis set.

Calculated values
HOMO   -0.3146 hartree
Net charge   0
HOMO-LUMO gap   0.328 Ha
LUMO level   0.361 eV

Each line ends with the natural charge from an NBO analysis.
Geometry (Å):
1 C 0.4934 2.0170 -0.9228  -0.207
2 C 0.2097 1.9733 0.5042  -0.239
3 C 0.5811 0.9504 -1.7191  -0.149
4 C -0.3125 0.8943 1.0477  -0.449
5 C 0.4829 -0.4937 -1.2965  -0.340
6 C -0.6820 -0.7649 -0.3863  0.207
7 C 0.3947 -1.4130 -2.5242  -0.594
8 N -0.7011 -1.9259 0.3194  -0.786
9 O -1.2252 -0.7264 2.8577  -0.985
10 O -1.5446 1.6875 3.2197  -0.911
11 O 0.7177 0.6315 3.4551  -0.889
12 S -0.7366 0.6262 2.7042  2.333
13 H 0.6498 3.0001 -1.3445  0.214
14 H 0.4319 2.8695 1.0767  0.214
15 H 0.8034 1.1018 -2.7660  0.207
16 H 1.4033 -0.7401 -0.7471  0.222
17 H -1.6488 -0.4082 -0.7139  0.208
18 H 0.3953 -2.4563 -2.2141  0.219
19 H 1.2467 -1.2468 -3.1781  0.216
20 H -0.5188 -1.2150 -3.0800  0.210
21 H 0.7419 -0.1451 4.0154  0.503
22 H -1.3878 -1.9661 1.0635  0.420
23 H 0.2054 -2.2499 0.6288  0.377

Cartesian forces (eV/Å) of the 2 atoms listed first:
-0.0244 -0.0430 -0.3562
0.0773 0.3951 0.4327

C7H11NO4 in the gas phase. Source: the OMol25 dataset; level of theory: ωB97M-V with the def2-TZVPD basis set.

Calculated values
HOMO (spin up / spin down)   -0.2682 / -0.2430 hartree
Net charge   0
HOMO-LUMO gap (spin up / spin down)   0.287 / 0.263 Ha
LUMO level (spin up / spin down)   0.505 / 0.549 eV

Each line ends with the natural charge from an NBO analysis.
Geometry (Å):
1 C -1.7002 0.2118 -0.4511  -0.387
2 C -1.9075 -0.5899 -1.5200  0.192
3 C 0.3993 2.0728 0.0285  0.781
4 C -0.2872 -2.1604 -0.8527  0.258
5 C -0.5841 0.0219 0.4919  0.257
6 C 1.9984 0.1541 0.8228  -0.626
7 C 0.7876 0.5466 0.0605  -0.401
8 N -1.0362 -0.1117 1.7973  -0.818
9 O 0.7543 2.8791 1.0011  -0.672
10 O -0.3497 2.6004 -0.7544  -0.584
11 O -1.3242 -1.8196 -1.7439  -0.535
12 O 0.9189 -1.8690 -1.4710  -0.762
13 H -2.2977 1.0190 -0.3522  0.223
14 H -2.6782 -0.2652 -2.2083  0.194
15 H -0.4301 -3.1432 -0.4177  0.148
16 H 2.2460 0.5780 1.8840  0.196
17 H 2.9166 0.4155 0.2122  0.230
18 H 2.0066 -0.8609 0.8149  0.235
19 H 0.8284 0.1168 -1.0045  0.306
20 H 1.3504 2.5746 1.6769  0.485
21 H -0.4377 -0.3909 2.5328  0.392
22 H -2.0617 -0.0544 1.9435  0.405
23 H 0.8881 -1.9255 -2.4906  0.484

Cartesian forces (eV/Å) of the 2 atoms listed first:
2.3982 -3.2562 -1.4470
0.0089 0.2934 1.3595

A molecular structure, C7H11NPZr. Source: the OMol25 dataset; level of theory: ωB97M-V with the def2-TZVPD basis set.

Calculated values
HOMO (spin up / spin down)   -0.3569 / -0.3571 hartree
Net charge   +1
HOMO-LUMO gap (spin up / spin down)   0.211 / 0.211 Ha
LUMO level (spin up / spin down)   -3.981 / -3.966 eV

Each line ends with the Löwdin charge.
Geometry (Å):
1 C 1.1991 0.1895 -1.3371  -0.218
2 C 0.5446 0.2416 -2.6137  -0.284
3 C -0.5901 -0.6608 -2.7904  -0.353
4 C -0.5350 -1.7773 -1.8545  -0.285
5 C 0.6278 -1.5691 -0.8843  -0.059
6 Zr -0.9787 0.1486 -0.7876  1.105
7 P -0.3414 2.4927 0.1144  0.638
8 H 2.0278 0.8952 -1.0369  0.091
9 H 0.8714 0.9384 -3.4328  0.126
10 H -1.2384 -0.6055 -3.7246  0.144
11 H 1.0939 -2.3502 -0.2562  0.079
12 H -1.2915 -2.5984 -2.0148  0.121
13 H -1.2568 3.1642 0.9582  -0.114
14 H -0.2073 3.5081 -0.8349  -0.113
15 H 0.8912 2.8115 0.8459  -0.063
16 C -0.0243 -0.8965 3.7188  -0.020
17 C -0.2930 -0.6206 2.3193  -0.112
18 N -0.6595 -0.3693 1.2401  -0.006
19 H -0.8124 -0.5190 4.3876  0.111
20 H 0.9129 -0.4469 4.0593  0.104
21 H 0.0597 -1.9764 3.9242  0.108

Cartesian forces (eV/Å) of the 2 atoms listed first:
-1.5010 -2.5312 0.0202
-0.6163 0.6798 -0.9146

2 unconnected molecules or ions with the total composition C7H11NSi. Source: the OMol25 dataset; level of theory: ωB97M-V with the def2-TZVPD basis set.

Calculated values
HOMO   -0.3440 hartree
Net charge   0
HOMO-LUMO gap   0.376 Ha
LUMO level   0.870 eV

Each line ends with the natural charge from an NBO analysis.
Geometry (Å):
1 C 3.0780 -0.0848 0.1850  -0.203
2 C 2.1468 -0.9420 0.7852  -0.223
3 C 2.5959 0.8901 -0.6383  -0.200
4 C 0.8244 -0.8916 0.5522  -0.200
5 C 1.2231 1.0901 -0.7558  -0.208
6 C 0.2849 0.2857 -0.1246  -0.460
7 C -2.5381 -0.9475 -0.9332  -1.165
8 N -2.1073 0.4414 1.5258  -1.298
9 Si -1.6328 0.4672 -0.1504  1.606
10 H 4.1462 -0.2490 0.3603  0.220
11 H 2.4161 -1.7985 1.3525  0.210
12 H 3.1852 1.5392 -1.2104  0.211
13 H 0.1350 -1.6216 0.9312  0.207
14 H 0.7334 1.8987 -1.1575  0.214
15 H -3.3273 -1.1714 -0.2750  0.245
16 H -2.8387 -0.8396 -2.1076  0.254
17 H -1.9070 -1.8312 -0.8667  0.242
18 H -1.4029 0.6556 2.2509  0.403
19 H -2.8386 1.1346 1.6122  0.388
20 H -2.1763 1.9747 -1.3357  -0.245

Cartesian forces (eV/Å) of the 2 atoms listed first:
0.2170 -0.6000 0.3786
0.9677 -0.8998 -0.1403